[1]
Density functional theory data (ωB97M-V/def2-TZVPD) for 12 unconnected molecules or ions with the total composition C4H35N3O11 in a non-equilibrium geometry.

```
53
C4H35N3O11 ωB97M-V/def2-TZVPD
N 1.44 -3.12 2.16
C 0.74 -2.74 0.96
C 0.72 -1.23 0.58
N 0.28 -1.02 -0.84
C -1.22 -1.05 -1.00
C -1.52 -0.34 -2.26
N -2.91 0.21 -2.25
H 0.89 -2.64 2.91
H 2.42 -2.94 2.28
H -0.25 -3.28 1.08
H 1.20 -3.17 0.07
H 0.08 -0.65 1.21
H 1.72 -0.77 0.63
H 0.60 -1.86 -1.31
H -1.69 -0.62 -0.03
H -1.68 -2.04 -0.87
H -1.19 -0.88 -3.18
H -0.86 0.57 -2.30
H -3.60 -0.49 -2.06
H -2.84 0.98 -1.58
O 0.54 2.69 4.02
H 0.70 3.44 3.45
H 0.77 1.82 3.63
O 1.67 1.79 -3.20
H 1.73 0.98 -2.67
H 2.58 1.93 -3.48
O -1.14 -1.92 3.88
H -1.72 -1.24 4.23
H -1.62 -2.73 3.67
O -1.49 2.87 1.51
H -0.86 3.45 1.95
H -2.04 2.59 2.25
O 1.58 1.39 1.96
H 2.21 2.08 1.64
H 1.32 1.21 1.04
O 1.05 4.25 -1.69
H 0.52 3.82 -1.00
H 1.52 3.47 -2.00
O -1.82 2.66 -0.98
H -2.41 2.87 -1.72
H -2.38 2.53 -0.21
O 3.02 -0.41 -2.37
H 2.44 -1.00 -1.87
H 3.22 -0.89 -3.19
O -3.30 -2.98 0.42
H -2.38 -3.08 0.72
H -3.18 -2.19 -0.16
O -0.29 -3.95 -1.48
H -0.47 -4.35 -0.63
H -1.00 -4.30 -2.05
O 2.76 3.12 0.04
H 3.72 3.19 0.13
H 2.37 4.00 -0.02
```

The LUMO energy is 0.15 eV. The energy above the lowest of the compared OMol25 structures with the same formula, charge and spin is 47.4 kcal per mole. The SMILES is NCCNCCN.O.O.O.O.O.O.O.O.O.O.O. The maximum force comes out at 0.0572 hartree/bohr. The HOMO energy is -8.79 eV. The calculation puts the total energy at -1165.21157 a.u. The value obtained for the gap between HOMO and LUMO is 8.932 eV. Its total charge is 0.

[2]
Density functional theory data (ωB97M-V/def2-TZVPD) for 13 unconnected molecules or ions with the total composition C4H35NO13 in a non-equilibrium geometry.

```
53
C4H35NO13 ωB97M-V/def2-TZVPD
C 0.66 -0.50 0.51
N 1.71 0.56 0.33
C 1.57 1.53 1.42
O 1.94 0.77 2.57
C -0.20 -0.72 -0.78
C -0.80 -2.18 -0.79
H -0.30 -0.24 1.16
H 1.00 -1.52 0.95
H 2.65 0.27 0.30
H 2.25 2.33 1.38
H 0.48 1.81 1.73
H 2.61 0.23 2.47
H -1.01 0.02 -0.89
H 0.44 -0.45 -1.68
H -1.53 -2.32 -1.65
H -1.27 -2.45 0.06
H -0.03 -2.93 -0.83
H -2.05 2.60 1.94
H -1.52 1.16 1.93
O -1.77 1.93 1.29
H -3.19 0.71 0.01
H -4.50 0.59 -0.86
O -3.85 0.02 -0.22
H -2.42 0.46 -2.50
H -2.19 0.73 -4.11
O -1.91 0.21 -3.37
H -3.19 2.87 -0.55
H -2.02 2.37 -1.30
O -2.95 2.30 -1.31
H -2.03 -0.79 3.07
H -0.64 -0.28 3.56
O -1.43 0.02 3.10
H 0.94 -1.41 3.60
H 1.32 -0.05 3.90
O 0.80 -0.79 4.24
H 3.21 -2.77 -1.65
H 2.47 -1.70 -0.82
O 3.09 -2.43 -0.72
H 0.00 2.26 -0.71
H -0.40 3.76 -0.12
O -0.32 3.24 -0.94
H 1.81 -1.06 -3.17
H 1.80 -2.05 -4.18
O 2.05 -2.02 -3.30
H 1.14 0.93 -2.18
H 1.81 2.02 -3.03
O 1.53 1.07 -3.08
H 4.91 -0.29 -0.12
H 4.67 -1.58 0.29
O 4.49 -0.71 0.62
H -2.95 -1.30 1.00
H -3.82 -2.41 1.67
O -3.05 -1.81 1.75
```

The LUMO energy is 0.22 eV. The energy above the lowest of the compared OMol25 structures with the same formula, charge and spin is 112.5 kcal per mole. The maximum force comes out at 0.1488 hartree/bohr. The HOMO energy is -9.66 eV. The calculation puts the total energy at -1206.16030 a.u. The value obtained for the gap between HOMO and LUMO is 9.878 eV. Its total charge is 0.

[3]
Density functional theory data (ωB97M-V/def2-TZVPD) for 13 unconnected molecules or ions with the total composition C4H36N2O14 in a non-equilibrium geometry.

```
56
C4H36N2O14 ωB97M-V/def2-TZVPD
C 0.42 -0.20 0.77
N 1.12 -0.06 2.05
C 1.16 -1.14 -0.26
C 2.30 -0.27 -0.82
O 3.33 -0.11 0.12
N 0.20 -1.53 -1.23
C 0.28 -2.76 -2.00
O 0.71 -2.49 -3.31
H 0.17 0.80 0.41
H -0.49 -0.66 1.14
H 1.97 0.50 2.02
H 1.36 -0.94 2.48
H 1.50 -2.00 0.32
H 2.03 0.73 -1.16
H 2.73 -0.68 -1.74
H 4.09 -0.66 -0.09
H -0.73 -1.10 -1.12
H -0.77 -3.05 -2.09
H 0.89 -3.51 -1.50
H 1.20 -1.69 -3.52
H -3.99 3.55 -0.15
H -2.83 2.77 0.56
O -3.76 2.72 0.29
H -2.83 -1.28 0.18
H -3.11 -2.74 -0.42
O -3.05 -1.80 -0.60
H 3.83 -3.79 -0.79
H 3.42 -2.64 -1.67
O 3.22 -3.04 -0.81
H 0.72 2.60 3.66
H 0.35 1.20 3.25
O 0.19 1.86 3.97
H 0.64 1.97 -1.60
H 0.43 3.01 -2.52
O 0.64 2.94 -1.58
H 4.49 1.75 -0.49
H 3.34 2.57 -0.97
O 4.30 2.62 -0.86
H -3.36 1.54 -2.04
H -2.95 0.28 -1.16
O -2.88 0.71 -2.00
H -2.38 -0.27 4.21
H -1.64 1.15 3.93
O -2.49 0.66 4.00
H -0.15 -0.18 -3.35
H -1.25 0.71 -3.09
O -0.28 0.76 -3.22
H -0.16 -3.79 1.56
H -0.48 -2.27 1.52
O -0.39 -3.03 2.11
H -0.38 2.98 0.32
H -0.94 2.46 1.59
O -1.10 3.17 0.96
H -2.99 0.68 2.37
H -3.03 0.76 0.84
O -2.62 0.24 1.55
```

The LUMO energy (spin up / spin down) is -3.22 / -8.23 eV. The energy above the lowest of the compared OMol25 structures with the same formula, charge and spin is 57.2 kcal per mole. The maximum force comes out at 0.0525 hartree/bohr. The HOMO energy (spin up / spin down) is -13.87 / -13.74 eV. The calculation puts the total energy at -1336.51030 a.u. The value obtained for the gap between HOMO and LUMO (spin up / spin down) is 10.646 / 5.502 eV. As for the spin multiplicity: 2. Its total charge is +1.

[4]
Density functional theory data (ωB97M-V/def2-TZVPD) for 16 unconnected molecules or ions with the total composition C4H36O16 in a non-equilibrium geometry.

```
56
C4H36O16 ωB97M-V/def2-TZVPD
C -0.10 0.36 2.23
C -0.34 0.25 0.93
O 0.30 1.24 0.17
C -1.15 -0.65 0.12
C -1.50 -1.85 0.57
H 0.55 1.15 2.54
H -0.59 -0.39 2.86
H 0.98 2.02 -3.59
H -1.50 -0.16 -0.83
H -1.33 -2.10 1.62
H -2.09 -2.47 -0.13
H 0.41 3.97 0.07
H -0.17 2.09 0.01
O -0.19 3.77 -0.69
H 0.84 2.92 3.61
H 0.23 4.22 4.25
O 1.05 3.74 4.06
H 1.89 3.43 1.93
H 2.29 2.68 0.60
O 1.86 3.46 0.95
H -3.59 3.44 0.14
H -2.33 2.70 0.09
O -2.93 3.08 0.74
H 0.62 -4.23 -3.45
H 0.28 -2.80 -3.45
O 0.02 -3.64 -3.92
H 1.23 -1.83 -1.58
H 2.37 -1.63 -2.56
O 1.52 -2.09 -2.47
H -5.10 1.19 -1.62
H -3.92 1.41 -2.48
O -4.30 1.74 -1.66
H 3.34 2.06 -1.85
H 2.10 1.38 -1.15
O 2.88 1.22 -1.71
H 2.09 -4.81 1.16
H 0.90 -5.61 0.38
O 1.16 -4.86 0.92
H -1.35 4.17 1.80
H -2.52 4.70 2.30
O -1.73 4.30 2.68
H 4.44 -1.50 -0.22
H 3.80 -0.12 -0.25
O 3.62 -1.04 0.01
H 1.85 -1.99 0.86
H 1.86 -0.88 1.66
O 2.00 -1.84 1.81
H -1.53 -4.71 -1.44
H -1.33 -5.81 -0.45
O -0.96 -5.47 -1.27
H -2.76 -4.39 1.96
H -1.30 -4.32 1.41
O -2.06 -4.91 1.55
H 0.10 3.79 -1.61
H -0.05 3.14 -4.15
O 0.14 2.48 -3.48
```

The LUMO energy is -0.24 eV. The energy above the lowest of the compared OMol25 structures with the same formula, charge and spin is 146.5 kcal per mole. The maximum force comes out at 0.0473 hartree/bohr. The HOMO energy is -9.27 eV. The calculation puts the total energy at -1377.73495 a.u. The value obtained for the gap between HOMO and LUMO is 9.028 eV. Its total charge is 0.

[5]
Density functional theory data (ωB97M-V/def2-TZVPD) for 13 unconnected molecules or ions with the total composition C4H37N2O12 in a non-equilibrium geometry.

```
55
C4H37N2O12 ωB97M-V/def2-TZVPD
N 0.92 1.55 -0.52
C 1.66 0.68 0.44
C 2.51 -0.30 -0.34
C 0.72 -0.14 1.34
N -0.07 0.76 2.24
C -1.48 0.58 2.17
H 0.05 0.95 -0.70
H 0.67 2.41 -0.07
H 1.33 1.80 -1.36
H 2.38 1.28 1.14
H 2.04 -0.76 -1.23
H 2.98 -1.07 0.16
H 3.42 0.32 -0.70
H 0.10 -0.82 0.78
H 1.41 -0.80 1.95
H 0.22 0.48 3.22
H -1.99 0.73 3.19
H -2.18 1.28 1.51
H -1.72 -0.34 1.56
H -1.59 -4.52 -0.16
H -2.19 -4.08 1.29
O -2.00 -3.89 0.42
H 0.30 -5.28 -0.23
H -0.06 -5.44 -1.71
O -0.36 -5.60 -0.84
H 0.10 3.73 -1.70
H -0.53 3.87 -3.07
O -0.70 3.85 -2.12
H 0.86 -3.36 0.96
H 0.67 -4.57 1.90
O 1.05 -4.35 1.05
H -0.42 3.82 1.21
H -1.52 3.70 0.25
O -0.49 3.63 0.35
H 2.70 3.42 1.78
H 1.62 4.44 1.26
O 2.24 3.74 1.06
H -2.69 0.60 -3.50
H -2.51 -0.23 -2.20
O -2.20 0.40 -2.76
H -2.54 2.97 -1.22
H -3.78 3.71 -0.64
O -3.04 3.11 -0.41
H 3.74 -1.29 2.52
H 2.92 -1.55 3.86
O 3.14 -0.94 3.17
H -3.24 -3.48 -0.66
H -4.39 -2.67 -1.07
O -3.59 -2.84 -1.45
H -0.25 -3.07 -0.80
H -1.32 -2.01 -1.54
O -0.48 -2.15 -1.21
H 2.41 2.41 -3.58
H 2.85 3.05 -2.34
O 2.32 2.27 -2.62
```

The LUMO energy (spin up / spin down) is -5.76 / -10.98 eV. The maximum force comes out at 0.1220 hartree/bohr. The HOMO energy (spin up / spin down) is -15.55 / -15.55 eV. The calculation puts the total energy at -1186.24973 a.u. The value obtained for the gap between HOMO and LUMO (spin up / spin down) is 9.789 / 4.577 eV. As for the spin multiplicity: 2. Its total charge is +2.